ORCA calculation (ωB97M-V/def2-TZVPD) on one molecule with the formula C10H16O6 in a non-equilibrium geometry.

## Properties
HOMO level (eV): -9.79
LUMO level (eV): 0.82
Orbital gap (Eh): 0.3897

```
32
C10H16O6 (ωB97M-V/def2-TZVPD)
O 2.20 0.93 -0.24
O -0.61 -0.47 -0.92
O -0.13 0.50 1.14
O 1.25 -1.74 -0.63
O 0.86 2.82 -0.45
O -1.37 -1.29 1.88
C 1.17 1.28 -2.36
C -0.27 0.76 -0.28
C -0.91 -2.72 0.00
C -1.27 1.83 -0.48
C -0.52 3.14 -0.28
C 1.10 -1.29 2.20
C -1.96 -2.28 1.03
C -0.03 -1.48 -0.10
C 1.01 1.43 -0.85
C -0.11 -0.92 1.31
H -1.64 1.79 -1.52
H 1.67 -0.87 -0.77
H -2.26 -3.17 1.61
H -0.32 -3.56 0.43
H -2.12 1.73 0.21
H 2.18 1.25 0.68
H -1.34 -2.97 -0.94
H 0.21 1.42 -2.88
H 1.57 0.32 -2.66
H 1.85 2.10 -2.74
H -2.85 -1.86 0.52
H 1.29 -2.36 2.23
H -0.92 3.88 -0.96
H 2.05 -0.82 1.83
H -0.65 3.54 0.73
H 0.89 -0.92 3.23
```



ORCA calculation (ωB97M-V/def2-TZVPD) on C10H16O8Rb4 as an isolated structure in a non-equilibrium geometry.

## Properties
HOMO level (eV): -12.00
Charge: +2
LUMO level (eV): -6.09
Orbital gap (Eh): 0.2170

```
38
C10H16O8Rb4 (ωB97M-V/def2-TZVPD)
Rb 19.79 -20.70 -22.55
Rb 22.88 -15.94 -17.29
Rb 18.48 -21.70 -18.07
Rb 21.54 -17.05 -20.77
O 21.25 -12.77 -15.72
O 20.04 -14.66 -16.15
O 19.07 -19.69 -19.99
O 20.60 -17.74 -17.88
O 17.03 -23.91 -19.96
O 15.35 -22.36 -20.00
O 16.11 -23.29 -21.86
O 20.45 -14.15 -14.04
C 15.30 -20.19 -20.98
C 18.62 -18.45 -19.57
C 18.00 -14.32 -13.54
C 14.74 -21.61 -21.02
C 20.57 -13.76 -15.41
C 14.93 -22.58 -22.26
C 16.25 -23.22 -20.53
C 19.21 -17.87 -18.21
C 19.30 -15.06 -13.95
C 19.30 -15.54 -15.38
H 14.04 -23.19 -22.44
H 16.34 -20.25 -21.32
H 18.59 -18.39 -17.48
H 18.84 -16.86 -18.10
H 18.35 -13.67 -12.74
H 18.35 -15.58 -15.90
H 18.98 -17.76 -20.34
H 17.24 -14.95 -13.08
H 15.15 -21.98 -23.15
H 20.02 -16.36 -15.39
H 17.33 -13.85 -14.25
H 13.66 -21.53 -20.90
H 19.62 -15.78 -13.19
H 17.54 -18.33 -19.51
H 14.92 -19.42 -21.66
H 15.30 -19.73 -19.99
```



ORCA calculation (ωB97M-V/def2-TZVPD) on a 2-piece molecular cluster, C10H16S overall in a non-equilibrium geometry.

## Properties
HOMO level (eV): -8.44
LUMO level (eV): 0.90
Orbital gap (Eh): 0.3435

```
27
C10H16S (ωB97M-V/def2-TZVPD)
S -0.61 -1.38 4.78
C 0.83 0.83 -3.36
C 0.10 0.02 -1.23
C 0.68 -0.23 -2.48
C 0.46 2.12 -3.04
C -0.88 -0.95 3.04
C 0.33 3.11 -4.15
C -0.98 -2.04 1.99
C 0.69 -2.68 4.72
C -0.26 1.33 -0.92
C -0.13 2.39 -1.80
H 0.72 -1.27 -2.81
H -1.39 -2.97 2.40
H -0.66 1.55 0.07
H -1.76 -0.29 3.16
H 1.23 0.63 -4.36
H -0.07 4.10 -3.92
H -0.34 3.42 -1.54
H 0.01 -2.27 1.58
H 1.29 3.26 -4.66
H 1.45 -2.36 4.01
H -1.64 -1.75 1.17
H 0.25 -3.62 4.41
H 0.00 -0.75 -0.49
H -0.30 2.77 -4.99
H -0.17 -0.18 2.73
H 1.15 -2.79 5.70
```



ORCA calculation (ωB97M-V/def2-TZVPD) on a 2-piece molecular cluster, C10H16Se overall in a non-equilibrium geometry.

## Properties
HOMO level (alpha / beta) (eV): -9.02 / -6.67
LUMO level (alpha / beta) (eV): 0.53 / -0.48
Orbital gap (alpha / beta) (Eh): 0.3511 / 0.2277

```
27
C10H16Se (ωB97M-V/def2-TZVPD)
Se -3.29 -0.13 -0.08
C -0.18 0.45 1.70
C 0.58 -1.57 0.42
C -1.46 -0.33 -0.20
C -0.65 -0.81 0.94
C 1.84 0.58 0.24
C -0.72 0.50 -1.19
C 1.38 -0.66 -0.51
C 0.51 -0.26 -1.70
C 0.61 1.35 0.75
C -0.26 1.76 -0.43
H -1.14 2.31 -0.07
H 0.29 2.41 -1.11
H -1.23 -1.45 1.61
H 2.48 0.30 1.08
H 2.25 -1.21 -0.88
H -1.06 0.99 2.08
H 0.94 2.24 1.29
H 1.07 0.37 -2.39
H -1.57 -2.54 -1.64
H 2.42 1.23 -0.42
H 0.43 0.16 2.55
H -3.45 -0.99 1.08
H 1.20 -1.89 1.26
H 0.23 -2.45 -0.12
H -1.37 0.78 -2.02
H 0.16 -1.15 -2.23
```



ORCA calculation (ωB97M-V/def2-TZVPD) on one molecule with the formula C10H17BN2O2 in a non-equilibrium geometry.

## Properties
HOMO level (eV): -7.70
LUMO level (eV): 0.58
Orbital gap (Eh): 0.3045

```
32
C10H17BN2O2 (ωB97M-V/def2-TZVPD)
O -0.27 1.05 1.10
O 0.33 -0.88 0.05
N 3.58 0.65 -1.11
N 3.09 -0.25 1.41
C -1.08 -0.79 -0.19
C 2.07 0.52 1.56
C -2.64 0.64 1.33
C 3.49 -1.08 0.47
C 2.50 1.33 -1.14
C 3.78 -0.64 -0.76
C -1.66 1.74 -0.59
C -1.08 -0.99 -1.66
C -1.44 0.69 0.40
C -1.86 -1.87 0.51
B 0.73 0.22 0.73
H 1.45 0.98 -0.78
H -1.43 -2.81 0.22
H -2.75 1.69 1.62
H -2.55 0.12 2.30
H -2.71 1.67 -0.99
H 2.56 2.43 -1.46
H -2.05 -0.96 -1.97
H -1.51 2.67 -0.11
H -0.58 -0.25 -2.10
H 4.39 -1.27 -1.48
H 3.91 -2.01 0.86
H -0.68 -2.00 -1.89
H -1.96 -1.73 1.69
H -3.42 0.12 0.81
H 1.99 1.22 2.37
H -3.04 -1.87 0.37
H -1.14 1.65 -1.59
```



ORCA calculation (ωB97M-V/def2-TZVPD) on a 2-piece molecular cluster, C10H17BrClN3O4S overall in a non-equilibrium geometry.

## Properties
HOMO level (eV): -10.33
LUMO level (eV): 0.04
Orbital gap (Eh): 0.3811

```
37
C10H17BrClN3O4S (ωB97M-V/def2-TZVPD)
Br -2.48 1.64 -3.13
Cl 2.06 5.48 1.04
S 0.88 -4.02 1.04
O 0.74 -2.59 1.00
O -0.50 -4.67 1.50
O -0.53 0.39 -1.56
O 1.95 -4.65 1.76
N 0.89 2.77 -4.28
N -1.40 3.93 -1.97
N -2.13 1.99 0.86
C -0.90 2.62 -2.34
C -0.40 1.76 -1.14
C 0.88 -4.62 -0.62
C 0.83 4.39 0.21
C -0.82 -4.68 2.90
C 0.10 2.68 -3.48
C 1.11 1.95 -0.76
C -1.28 -3.32 3.39
C 1.63 3.42 -0.73
C -1.32 1.88 0.09
H 1.73 3.88 -1.73
H 0.18 5.09 -0.34
H -2.08 -2.93 2.76
H 0.94 -5.71 -0.60
H -1.44 4.52 -2.79
H -1.63 -5.40 3.03
H -0.18 -0.15 -0.83
H 0.23 3.88 0.98
H -0.04 -4.30 -1.11
H 0.03 -5.05 3.48
H -2.34 3.80 -1.60
H 1.28 1.40 0.19
H 1.74 -4.20 -1.13
H -1.63 -3.38 4.42
H 2.66 3.38 -0.32
H 1.69 1.42 -1.55
H -0.46 -2.60 3.35
```



E_tot values (in a.u.) by entry order: -842.08498 -1088.40254 -788.79496 -2791.93721 -676.03231 -4288.80359.